Computed, not measured: C4H4ClF as an isolated structure at a distorted geometry, with wB97M-V/def2-TZVPD.

Calculated values
relative energy (zero: lowest compared OMol25 entry of this formula, charge and spin) = 1.860 eV
lowest unoccupied orbital energy = 0.924 eV
HOMO level = -0.35387 hartree

Atoms and positions in Å:
C1 0.099 1.030 -0.452
C2 -1.164 1.209 -0.118
C3 0.267 -0.418 -0.269
C4 -1.532 -0.102 0.472
F1 -2.008 2.256 0.051
Cl1 -2.841 -0.965 -0.151
H1 0.701 1.905 -0.748
H2 0.133 -0.920 -1.214
H3 0.978 -0.569 0.602
H4 -1.338 -0.235 1.610



Computed, not measured: a 10-piece molecular cluster, C41H99N3O10 overall at a distorted geometry, with wB97M-V/def2-TZVPD.

Calculated values
SMILES string = CC1(C)CCCC(C)(C)N1O.CC1(C)CCCC(C)(C)N1O.CC1(C)CCCC(C)(C)N1O.CCO.CCO.CCO.CCO.CCO.CCO.CCO
relative energy (zero: lowest compared OMol25 entry of this formula, charge and spin) = 4.682 eV
lowest unoccupied orbital energy = 0.435 eV
HOMO level = -0.28476 hartree

Atoms and positions in Å:
C1 0.724 -0.714 2.716
C2 1.400 0.402 1.920
C3 1.213 1.765 2.669
C4 2.840 0.033 2.060
C5 3.762 0.766 1.193
C6 3.294 0.509 -0.273
C7 1.768 0.904 -0.540
C8 1.581 2.451 -0.656
C9 1.430 0.147 -1.836
N1 0.869 0.394 0.555
O1 -0.483 0.622 0.458
H1 0.850 -1.688 2.244
H2 1.095 -0.913 3.722
H3 -0.365 -0.675 2.676
H4 0.288 2.341 2.668
H5 1.235 1.526 3.732
H6 2.049 2.455 2.556
H7 3.119 -0.116 3.103
H8 2.996 -1.000 1.747
H9 3.716 1.845 1.338
H10 4.808 0.555 1.418
H11 3.550 -0.501 -0.592
H12 3.947 1.231 -0.762
H13 0.559 2.615 -0.998
H14 2.318 3.031 -1.211
H15 1.675 2.747 0.389
H16 1.559 -0.935 -1.871
H17 2.100 0.542 -2.600
H18 0.357 0.208 -2.015
H19 -0.634 1.372 1.038
C10 -5.938 4.214 -2.342
C11 -4.735 3.091 -2.353
C12 -3.740 3.552 -1.276
C13 -5.442 1.699 -2.032
C14 -4.500 0.523 -2.146
C15 -3.834 0.599 -3.505
C16 -3.256 1.968 -4.051
C17 -1.793 2.089 -3.678
C18 -3.132 1.977 -5.591
N2 -4.174 3.093 -3.691
O2 -3.756 4.333 -4.104
H20 -6.710 3.776 -2.975
H21 -6.581 4.079 -1.473
H22 -5.672 5.210 -2.697
H23 -3.413 4.552 -1.562
H24 -4.212 3.588 -0.294
H25 -2.869 2.910 -1.145
H26 -5.946 1.726 -1.066
H27 -6.212 1.469 -2.769
H28 -3.724 0.638 -1.391
H29 -4.920 -0.474 -2.016
H30 -4.597 0.155 -4.145
H31 -2.951 -0.039 -3.518
H32 -1.253 3.001 -3.932
H33 -1.148 1.319 -4.100
H34 -1.914 1.943 -2.604
H35 -3.888 2.462 -6.208
H36 -3.015 0.988 -6.034
H37 -2.269 2.563 -5.905
H38 -4.192 4.406 -4.956
C19 -3.040 -6.469 0.007
C20 -1.546 -6.669 0.076
C21 -1.266 -8.062 -0.381
C22 -0.746 -5.702 -0.801
C23 0.764 -5.405 -0.486
C24 0.868 -5.136 0.972
C25 0.280 -6.264 1.883
C26 1.144 -7.623 1.729
C27 0.303 -5.715 3.360
N3 -1.134 -6.472 1.529
O3 -1.963 -7.118 2.458
H39 -3.619 -7.212 0.556
H40 -3.227 -5.520 0.508
H41 -3.469 -6.397 -0.993
H42 -1.811 -8.772 0.241
H43 -1.745 -8.190 -1.352
H44 -0.259 -8.379 -0.653
H45 -0.600 -6.150 -1.784
H46 -1.397 -4.860 -1.036
H47 1.362 -6.244 -0.842
H48 1.146 -4.521 -0.997
H49 0.372 -4.205 1.245
H50 1.933 -4.965 1.129
H51 2.192 -7.344 1.840
H52 1.068 -8.116 0.760
H53 0.830 -8.482 2.322
H54 1.298 -5.346 3.609
H55 -0.101 -6.393 4.112
H56 -0.370 -4.865 3.471
H57 -2.410 -6.305 2.705
C28 -2.195 -2.242 1.426
C29 -3.585 -2.292 0.838
O4 -4.563 -2.795 1.701
H58 -1.479 -1.644 0.863
H59 -1.661 -3.184 1.544
H60 -2.262 -1.809 2.424
H61 -3.664 -2.772 -0.137
H62 -3.820 -1.229 0.785
H63 -5.374 -2.839 1.190
C30 0.125 -0.923 -5.015
C31 0.816 -2.303 -4.951
O5 -0.195 -3.192 -4.530
H64 0.910 -0.180 -5.153
H65 -0.288 -0.654 -4.043
H66 -0.568 -0.786 -5.845
H67 1.627 -2.370 -4.226
H68 1.115 -2.793 -5.878
H69 -0.239 -3.928 -5.145
C32 -0.188 6.014 -1.372
C33 -0.417 4.895 -2.271
O6 -1.474 5.374 -3.113
H70 -1.163 6.288 -0.969
H71 0.218 6.851 -1.941
H72 0.632 5.711 -0.720
H73 -0.736 3.989 -1.755
H74 0.430 4.528 -2.850
H75 -2.041 4.645 -3.371
C34 -0.928 3.538 5.729
C35 0.209 4.071 6.583
O7 0.698 5.352 6.359
H76 -1.669 4.319 5.553
H77 -1.273 2.562 6.070
H78 -0.495 3.411 4.737
H79 0.977 3.306 6.466
H80 -0.160 4.092 7.609
H81 1.228 5.534 7.139
C36 6.362 0.965 -4.715
C37 5.952 0.673 -3.261
O8 6.372 -0.708 -3.093
H82 5.835 1.740 -5.272
H83 6.099 0.139 -5.376
H84 7.420 1.206 -4.815
H85 4.879 0.541 -3.123
H86 6.235 1.389 -2.490
H87 6.747 -0.833 -2.218
C38 5.053 0.062 6.212
C39 5.015 -1.149 5.240
O9 3.609 -1.654 5.188
H88 4.845 -0.380 7.186
H89 4.467 0.957 6.000
H90 6.042 0.501 6.085
H91 5.627 -1.937 5.679
H92 5.466 -0.808 4.308
H93 3.632 -2.565 5.490
C40 2.225 5.729 2.104
C41 0.962 6.555 2.498
O10 0.092 5.776 3.370
H94 2.482 5.039 2.908
H95 3.076 6.319 1.765
H96 2.042 5.017 1.300
H97 0.586 6.955 1.556
H98 1.322 7.444 3.016
H99 0.321 6.052 4.260



Computed, not measured: a single C25H30N4O2S molecule at a distorted geometry, with wB97M-V/def2-TZVPD.

Calculated values
SMILES string = Cc1cc(C)cc(N(C(=O)c2sc(C)nc2C)[C@H](C(=O)NC(C)(C)C)c2ccncc2)c1
relative energy (zero: lowest compared OMol25 entry of this formula, charge and spin) = 0.000 eV
lowest unoccupied orbital energy = 0.328 eV
HOMO level = -0.32766 hartree

Atoms and positions in Å:
C1 -2.593 -1.140 4.089
C2 -2.332 -1.276 2.620
C3 -3.234 -1.932 1.793
C4 -3.016 -2.050 0.428
C5 -3.986 -2.766 -0.460
C6 -1.866 -1.494 -0.116
C7 -0.964 -0.821 0.695
N1 0.216 -0.264 0.134
C8 0.174 0.549 -0.960
O1 1.150 0.774 -1.653
C9 -1.114 1.222 -1.208
S1 -2.102 1.883 0.062
C10 -3.203 2.475 -1.171
C11 -4.422 3.229 -0.806
N2 -2.843 2.189 -2.367
C12 -1.671 1.505 -2.429
C13 -1.132 1.102 -3.754
C14 1.452 -0.985 0.451
C15 2.704 -0.084 0.378
O2 3.772 -0.516 0.008
N3 2.495 1.141 0.894
C16 3.461 2.242 0.838
C17 4.661 1.893 1.721
C18 2.749 3.485 1.370
C19 3.904 2.462 -0.610
C20 1.552 -2.208 -0.428
C21 2.051 -2.141 -1.722
C22 2.034 -3.293 -2.493
N4 1.558 -4.452 -2.070
C23 1.085 -4.513 -0.838
C24 1.057 -3.427 0.022
C25 -1.191 -0.720 2.060
H1 -3.296 -1.895 4.430
H2 -3.018 -0.159 4.300
H3 -1.670 -1.233 4.657
H4 -4.126 -2.364 2.224
H5 -3.486 -3.574 -0.991
H6 -4.809 -3.181 0.115
H7 -4.391 -2.081 -1.204
H8 -1.666 -1.583 -1.175
H9 -5.066 2.624 -0.169
H10 -4.959 3.499 -1.712
H11 -4.159 4.133 -0.258
H12 -1.188 1.946 -4.437
H13 -0.101 0.775 -3.659
H14 -1.735 0.294 -4.170
H15 1.365 -1.307 1.498
H16 1.544 1.406 1.100
H17 5.399 2.689 1.680
H18 4.347 1.755 2.753
H19 5.116 0.972 1.367
H20 1.901 3.739 0.736
H21 3.433 4.330 1.379
H22 2.395 3.321 2.386
H23 4.532 3.346 -0.682
H24 3.035 2.584 -1.252
H25 4.463 1.599 -0.957
H26 2.440 -1.216 -2.113
H27 2.415 -3.288 -3.505
H28 0.706 -5.478 -0.528
H29 0.655 -3.528 1.020
H30 -0.482 -0.196 2.686



Computed, not measured: a 2-piece molecular cluster, C4H12 overall at a distorted geometry, with wB97M-V/def2-TZVPD.

Calculated values
SMILES string = CC.CC
relative energy (zero: lowest compared OMol25 entry of this formula, charge and spin) = 0.357 eV
lowest unoccupied orbital energy = 1.091 eV
HOMO level = -0.41915 hartree

Atoms and positions in Å:
C1 -1.995 -0.906 1.838
C2 -2.022 -0.754 0.329
H1 -2.216 0.019 2.362
H2 -2.846 -1.518 2.174
H3 -1.085 -1.384 2.193
H4 -2.672 0.072 0.020
H5 -1.010 -0.561 -0.029
H6 -2.458 -1.612 -0.172
C3 1.795 0.453 -1.686
C4 2.306 1.200 -0.479
H7 2.464 -0.088 -2.365
H8 0.980 -0.200 -1.384
H9 1.431 1.126 -2.477
H10 1.499 1.691 0.070
H11 3.096 1.922 -0.682
H12 2.734 0.540 0.287



Computed, not measured: C50H91AlN11O2 as an isolated structure at a distorted geometry, with wB97M-V/def2-TZVPD.

Calculated values
total charge = +1
relative energy (zero: lowest compared OMol25 entry of this formula, charge and spin) = 4.653 eV
lowest unoccupied orbital energy = -7.591 eV
HOMO level = -0.38066 hartree

Atoms and positions in Å:
Al1 0.555 -4.853 -1.305
C1 1.409 -8.996 0.545
C2 0.746 -8.033 1.637
C3 1.556 -7.941 2.891
O1 0.424 -6.733 1.106
H1 1.977 -9.816 0.985
H2 2.192 -8.452 0.018
H3 0.854 -9.435 -0.284
H4 -0.089 -8.613 2.028
H5 1.740 -8.951 3.257
H6 0.982 -7.502 3.707
H7 2.543 -7.530 2.677
C4 0.982 -0.186 1.049
C5 -0.288 -0.995 0.507
C6 -0.766 -0.163 -0.743
O2 0.043 -2.273 0.220
H8 1.516 -0.692 1.853
H9 0.766 0.769 1.528
H10 1.712 -0.022 0.257
H11 -1.038 -0.899 1.293
H12 -0.056 0.444 -1.305
H13 -1.419 0.610 -0.338
H14 -1.158 -0.790 -1.545
C7 4.748 -1.350 2.502
C8 4.727 -2.690 3.388
C9 3.551 -3.510 3.131
C10 3.452 -4.036 1.753
N1 3.388 -4.529 0.710
H15 5.772 -0.979 2.452
H16 4.216 -0.507 2.942
H17 4.436 -1.367 1.457
H18 4.875 -2.424 4.435
H19 5.588 -3.266 3.049
H20 2.677 -2.909 3.383
H21 3.610 -4.408 3.746
C11 8.236 0.779 -1.335
C12 7.326 1.708 -0.506
C13 5.866 1.086 -0.368
C14 5.166 1.172 -1.657
N2 4.688 1.283 -2.680
H22 9.241 1.184 -1.450
H23 7.771 0.567 -2.298
H24 8.393 -0.209 -0.903
H25 7.254 2.659 -1.034
H26 7.705 1.944 0.489
H27 5.321 1.799 0.252
H28 5.882 0.107 0.110
C15 -3.675 0.157 -4.162
C16 -4.352 -1.209 -4.424
C17 -3.353 -2.310 -4.935
C18 -2.485 -2.783 -3.773
N3 -1.789 -3.270 -2.884
H29 -3.063 -0.042 -3.282
H30 -4.356 0.988 -3.980
H31 -2.991 0.487 -4.944
H32 -5.152 -1.191 -5.164
H33 -5.007 -1.419 -3.578
H34 -2.842 -1.792 -5.748
H35 -3.960 -3.100 -5.376
C19 1.010 2.737 5.254
C20 2.528 2.688 5.845
C21 3.548 3.600 5.247
C22 3.833 3.358 3.755
N4 3.961 3.045 2.652
H36 0.930 2.374 4.229
H37 0.391 3.605 5.484
H38 0.349 2.038 5.767
H39 2.920 1.676 5.736
H40 2.446 2.839 6.922
H41 4.522 3.579 5.736
H42 3.223 4.636 5.338
C23 1.935 3.581 -0.979
C24 0.921 4.474 -0.182
C25 0.562 3.926 1.238
C26 -0.417 4.970 1.792
N5 -1.104 5.700 2.241
H43 2.810 3.337 -0.376
H44 2.368 4.151 -1.801
H45 1.637 2.567 -1.243
H46 0.092 4.682 -0.858
H47 1.315 5.486 -0.089
H48 1.365 3.814 1.967
H49 -0.109 3.083 1.073
C27 -0.169 -3.354 5.360
C28 -0.222 -4.388 4.226
C29 -1.269 -4.159 3.013
C30 -2.707 -4.267 3.357
N6 -3.863 -4.237 3.535
H50 -1.160 -3.456 5.802
H51 -0.029 -2.292 5.157
H52 0.606 -3.540 6.103
H53 -0.461 -5.365 4.645
H54 0.772 -4.390 3.778
H55 -0.954 -4.810 2.197
H56 -1.283 -3.128 2.660
C31 -4.025 3.046 4.087
C32 -2.985 2.368 3.099
C33 -3.375 0.827 2.877
C34 -3.414 0.025 4.108
N7 -3.327 -0.638 5.097
H57 -3.778 4.103 3.991
H58 -3.925 2.733 5.127
H59 -5.057 2.888 3.776
H60 -1.985 2.525 3.502
H61 -3.146 2.911 2.168
H62 -2.794 0.284 2.132
H63 -4.350 0.834 2.389
C35 -4.517 5.509 -1.709
C36 -3.082 5.315 -1.283
C37 -2.705 3.870 -1.210
C38 -3.746 2.803 -1.186
N8 -4.542 2.027 -1.042
H64 -4.661 6.572 -1.904
H65 -5.127 5.066 -0.921
H66 -4.767 5.023 -2.652
H67 -2.942 5.894 -0.370
H68 -2.345 5.760 -1.951
H69 -1.849 3.647 -0.572
H70 -2.313 3.664 -2.206
C39 -6.048 -1.380 0.424
C40 -4.543 -1.746 0.568
C41 -3.998 -2.429 -0.660
C42 -3.237 -3.664 -0.474
N9 -2.568 -4.636 -0.261
H71 -6.058 -0.532 -0.260
H72 -6.447 -0.964 1.349
H73 -6.626 -2.216 0.029
H74 -4.428 -2.323 1.486
H75 -3.870 -0.901 0.718
H76 -3.421 -1.697 -1.224
H77 -4.860 -2.679 -1.279
C43 -0.916 3.885 -7.568
C44 -1.827 4.917 -6.891
C45 -1.395 5.336 -5.502
C46 -0.647 4.279 -4.680
N10 -0.111 3.424 -4.156
H78 -0.956 4.061 -8.643
H79 -1.292 2.891 -7.324
H80 0.129 3.856 -7.262
H81 -2.830 4.498 -6.984
H82 -1.810 5.874 -7.412
H83 -2.298 5.500 -4.914
H84 -0.771 6.228 -5.447
C47 0.200 -0.656 -4.684
C48 1.644 -0.207 -4.762
C49 2.783 -1.238 -4.466
C50 2.570 -1.939 -3.187
N11 2.426 -2.466 -2.161
H85 -0.507 0.164 -4.815
H86 -0.092 -0.877 -3.657
H87 -0.113 -1.500 -5.300
H88 1.838 0.781 -4.344
H89 1.861 0.085 -5.790
H90 3.823 -0.912 -4.496
H91 2.807 -1.995 -5.250



What did the fourth record say?
Computed, not measured: a 2-piece molecular cluster, C4H12 overall at a distorted geometry, with wB97M-V/def2-TZVPD.

Calculated values
SMILES string = CC.CC
relative energy (zero: lowest compared OMol25 entry of this formula, charge and spin) = 0.357 eV
lowest unoccupied orbital energy = 1.091 eV
HOMO level = -0.41915 hartree

Atoms and positions in Å:
C1 -1.995 -0.906 1.838
C2 -2.022 -0.754 0.329
H1 -2.216 0.019 2.362
H2 -2.846 -1.518 2.174
H3 -1.085 -1.384 2.193
H4 -2.672 0.072 0.020
H5 -1.010 -0.561 -0.029
H6 -2.458 -1.612 -0.172
C3 1.795 0.453 -1.686
C4 2.306 1.200 -0.479
H7 2.464 -0.088 -2.365
H8 0.980 -0.200 -1.384
H9 1.431 1.126 -2.477
H10 1.499 1.691 0.070
H11 3.096 1.922 -0.682
H12 2.734 0.540 0.287



Q: Look up the lowest unoccupied orbital energy of the fifth one.
A: -7.591 eV



Q: Which of these has the lowest HOMO level?
A: C4H12



Q: Number 4 is which compound?
A: C4H12